[1]
Here is one molecule with the formula C4H12N2S in a non-equilibrium geometry from the OMol25 dataset. Energies are from wB97M-V/def2-TZVPD.

Results
Frontier orbital gap ... 9.48 eV
SMILES ... CC(C)S(C)(=N)=N
Energy above the lowest of the compared OMol25 structures with the same formula, charge and spin ... 89.34 kcal/mol

Geometry as ORCA input:
```
! wB97M-V def2-TZVPD RIJCOSX def2/J DEFGRID3
* xyz 0 1
C 1.410 1.158 -0.601
C 0.904 0.068 0.259
C 1.555 -1.369 0.183
S -0.966 -0.257 -0.219
C -1.798 1.124 0.939
N -1.048 0.247 -1.670
N -1.209 -1.689 0.250
H 2.354 0.830 -1.118
H 0.638 1.405 -1.296
H 1.691 2.017 0.077
H 0.778 0.389 1.271
H 1.262 -1.871 -0.677
H 1.183 -1.920 1.104
H 2.579 -1.151 0.220
H -1.006 1.822 1.352
H -2.656 1.360 0.363
H -2.060 0.500 1.810
H -1.464 -0.528 -2.182
H -2.148 -2.137 -0.064
*
```

[2]
Here is a 2-piece molecular cluster, C4H12N2S overall in a non-equilibrium geometry from the OMol25 dataset. Energies are from wB97M-V/def2-TZVPD.

Results
Frontier orbital gap (alpha / beta) ... 5.92 / 9.48 eV
Energy above the lowest of the compared OMol25 structures with the same formula, charge and spin ... 141.44 kcal/mol

Geometry as ORCA input:
```
! wB97M-V def2-TZVPD RIJCOSX def2/J DEFGRID3
* xyz 2 1
C -1.206 0.206 0.590
C -1.970 -0.610 -0.102
C 1.799 0.731 -1.211
C 1.782 0.017 0.054
N -3.576 -0.703 -0.243
N 1.906 0.724 1.371
S 2.013 -1.670 0.152
H -1.435 1.250 0.926
H -1.675 -1.618 -0.439
H 2.578 0.337 -1.908
H 0.979 0.574 -1.925
H 1.905 1.885 -1.082
H -3.686 -1.467 0.513
H -3.890 -0.720 -1.230
H -4.225 0.038 0.130
H 2.852 0.725 1.957
H 1.714 1.685 1.457
H 1.395 0.349 2.087
H 2.739 -1.731 -1.096
*
```

[3]
Here is one molecule with the formula C4H12N2Si in a non-equilibrium geometry from the OMol25 dataset. Energies are from wB97M-V/def2-TZVPD.

Results
Frontier orbital gap ... 9.74 eV
SMILES ... [H]/N=N/C[Si](C)(C)C
Energy above the lowest of the compared OMol25 structures with the same formula, charge and spin ... 66.98 kcal/mol

Geometry as ORCA input:
```
! wB97M-V def2-TZVPD RIJCOSX def2/J DEFGRID3
* xyz 0 1
H 2.957 1.599 0.625
N 2.207 0.893 0.565
N 2.544 -0.244 0.399
C 1.135 -1.204 0.580
Si -0.279 -0.067 0.017
C 0.254 0.691 -1.611
C -1.721 -1.246 -0.396
C -1.174 1.196 1.221
H 1.195 -1.604 1.603
H 1.447 -1.935 -0.200
H -0.467 1.130 -2.289
H 0.918 1.425 -1.317
H 0.823 -0.034 -2.162
H -2.731 -0.924 -0.552
H -1.117 -1.688 -1.130
H -1.842 -2.047 0.251
H -1.573 0.497 1.890
H -0.573 1.896 1.797
H -2.004 1.668 0.711
*
```

[4]
Here is a 2-piece molecular cluster, C4H12N2Si overall in a non-equilibrium geometry from the OMol25 dataset. Energies are from wB97M-V/def2-TZVPD.

Results
Frontier orbital gap ... 8.67 eV
Energy above the lowest of the compared OMol25 structures with the same formula, charge and spin ... 89.04 kcal/mol

Geometry as ORCA input:
```
! wB97M-V def2-TZVPD RIJCOSX def2/J DEFGRID3
* xyz 0 1
C -0.189 -1.512 1.133
C -1.853 0.920 0.418
C 0.153 -0.398 -1.757
C 1.060 1.551 0.332
N 2.957 -0.338 0.154
N 2.843 0.779 -0.175
Si -0.117 0.100 0.090
H -0.912 -2.194 0.649
H 0.745 -2.037 1.090
H -0.522 -1.430 2.132
H -2.204 0.780 -0.593
H -2.302 0.192 1.033
H -1.851 2.007 0.663
H -0.420 -1.213 -2.050
H -0.243 0.492 -2.258
H 1.160 -0.517 -1.959
H 1.228 2.229 -0.430
H 1.390 1.834 1.250
H 3.755 -0.873 -0.136
*
```

[5]
Here is a 2-piece molecular cluster, C4H12N3 overall in a non-equilibrium geometry from the OMol25 dataset. Energies are from wB97M-V/def2-TZVPD.

Results
Frontier orbital gap ... 9.69 eV
Energy above the lowest of the compared OMol25 structures with the same formula, charge and spin ... 54.75 kcal/mol

Geometry as ORCA input:
```
! wB97M-V def2-TZVPD RIJCOSX def2/J DEFGRID3
* xyz 1 1
C 1.584 -1.066 1.706
C 0.766 -1.100 0.632
N 1.199 -0.454 -0.559
N 1.285 -1.541 2.957
H 2.596 -0.686 1.620
H -0.306 -1.288 0.680
H 0.253 0.050 -1.020
H 1.959 0.208 -0.441
H 1.496 -1.118 -1.265
H 0.360 -1.404 3.327
H 2.013 -1.339 3.642
C -1.271 2.129 -0.959
C -2.000 0.057 -2.007
N -1.098 0.731 -1.420
H -1.044 2.183 0.131
H -2.338 2.491 -1.054
H -0.612 2.768 -1.542
H -1.819 -0.995 -2.324
H -3.022 0.376 -2.104
*
```

[6]
Here is an isolated ion of composition C4H12N3 and charge +1 in a non-equilibrium geometry from the OMol25 dataset. Energies are from wB97M-V/def2-TZVPD.

Results
Frontier orbital gap ... 9.85 eV
SMILES ... N/C=C(\[NH3+])CCN
Energy above the lowest of the compared OMol25 structures with the same formula, charge and spin ... 86.77 kcal/mol

Geometry as ORCA input:
```
! wB97M-V def2-TZVPD RIJCOSX def2/J DEFGRID3
* xyz 1 1
N -1.637 -2.154 -0.328
C -0.312 -1.782 -0.531
C 0.286 -0.913 0.346
N -0.559 -0.587 1.516
C 1.160 0.146 -0.266
C 0.639 1.612 0.075
N 0.879 2.415 -1.133
H -1.599 -3.153 -0.560
H -2.346 -1.857 -1.086
H 0.030 -1.963 -1.486
H -0.349 0.254 1.965
H -1.511 -0.537 1.198
H -0.592 -1.316 2.322
H 1.290 0.103 -1.313
H 2.079 0.029 0.383
H -0.497 1.501 0.119
H 1.074 1.958 0.993
H 0.221 3.187 -1.171
H 1.743 3.057 -1.043
*
```

[7]
Here is a 2-piece molecular cluster, C4H12N3 overall from the OMol25 dataset. Energies are from wB97M-V/def2-TZVPD.

Results
Frontier orbital gap ... 11.23 eV
Energy above the lowest of the compared OMol25 structures with the same formula, charge and spin ... 52.81 kcal/mol

Geometry as ORCA input:
```
! wB97M-V def2-TZVPD RIJCOSX def2/J DEFGRID3
* xyz 1 1
C 2.339 -0.882 -0.662
N 1.222 0.887 -2.391
C 0.546 0.542 -1.191
N 1.011 -0.304 -0.375
H 2.242 -1.596 -1.476
H 2.694 -1.400 0.224
H 3.027 -0.088 -0.933
H 0.652 0.680 -3.208
H 1.220 1.910 -2.432
H -0.369 1.075 -0.946
C -2.015 -0.218 1.068
C -2.560 0.866 1.586
N -0.741 -0.709 1.591
H -2.473 -0.901 0.369
H -3.509 1.259 1.253
H -2.103 1.379 2.424
H -0.502 -0.242 2.465
H -0.788 -1.695 1.847
H 0.106 -0.563 0.787
*
```

[8]
Here is an isolated ion of composition C4H12N3 and charge +1 in a non-equilibrium geometry from the OMol25 dataset. Energies are from wB97M-V/def2-TZVPD.

Results
Frontier orbital gap ... 11.05 eV
SMILES ... C[C@@H](N)CNC=[NH2+]
Energy above the lowest of the compared OMol25 structures with the same formula, charge and spin ... 59.10 kcal/mol

Geometry as ORCA input:
```
! wB97M-V def2-TZVPD RIJCOSX def2/J DEFGRID3
* xyz 1 1
C 2.151 0.569 -0.811
C 0.720 0.039 -0.865
N 0.464 -1.104 0.013
C -0.121 1.287 -0.343
N -1.307 0.714 0.315
C -1.094 -0.284 1.168
N -2.191 -1.060 1.305
H 2.713 0.191 0.110
H 2.089 1.572 -0.921
H 2.766 0.098 -1.549
H 0.152 -0.115 -1.853
H -0.117 -1.689 -0.558
H 1.295 -1.566 0.348
H 0.411 1.729 0.521
H -0.414 1.920 -1.046
H -2.026 0.720 -0.377
H -0.493 -0.116 1.945
H -3.039 -0.973 0.819
H -1.961 -1.934 1.781
*
```

[9]
Here is an isolated ion of composition C4H12N3 and charge +1 in a non-equilibrium geometry from the OMol25 dataset. Energies are from wB97M-V/def2-TZVPD.

Results
Frontier orbital gap ... 9.85 eV
SMILES ... N/C=C(\[NH3+])CCN
Energy above the lowest of the compared OMol25 structures with the same formula, charge and spin ... 64.60 kcal/mol

Geometry as ORCA input:
```
! wB97M-V def2-TZVPD RIJCOSX def2/J DEFGRID3
* xyz 1 1
N 3.106 -0.084 0.097
C 1.852 0.536 0.271
C 0.682 0.033 -0.199
N 0.630 -1.416 -0.612
C -0.759 0.622 -0.188
C -1.992 -0.035 0.506
N -3.190 0.733 0.129
H 3.610 0.184 -0.693
H 3.702 -0.134 0.874
H 1.842 1.334 1.007
H -0.350 -1.580 -0.589
H 1.103 -1.904 0.102
H 0.952 -1.574 -1.530
H -0.780 1.665 -0.002
H -1.099 0.538 -1.264
H -1.849 -0.038 1.599
H -2.064 -1.173 0.320
H -3.738 0.932 0.988
H -3.846 0.188 -0.450
*
```

[10]
Here is an isolated ion of composition C4H12N3 and charge +1 in a non-equilibrium geometry from the OMol25 dataset. Energies are from wB97M-V/def2-TZVPD.

Results
Frontier orbital gap ... 11.42 eV
SMILES ... CCCNC(N)=[NH2+]
Energy above the lowest of the compared OMol25 structures with the same formula, charge and spin ... 31.42 kcal/mol

Geometry as ORCA input:
```
! wB97M-V def2-TZVPD RIJCOSX def2/J DEFGRID3
* xyz 1 1
C 0.809 -0.971 2.525
C -0.420 -0.435 1.732
C 0.100 0.700 0.746
N 0.270 0.093 -0.664
C -0.118 0.311 -1.896
N -0.790 1.458 -2.182
N -0.254 -0.630 -2.832
H 0.944 -0.373 3.398
H 0.679 -2.013 2.856
H 1.662 -1.065 1.830
H -0.969 0.089 2.489
H -1.075 -1.100 1.218
H 1.053 1.235 1.029
H -0.645 1.517 0.766
H 0.922 -0.743 -0.594
H -0.897 2.066 -1.387
H -0.442 1.986 -2.962
H -1.118 -0.655 -3.344
H 0.291 -1.469 -2.729
*
```

[11]
Here is an isolated ion of composition C4H12N3 and charge +1 in a non-equilibrium geometry from the OMol25 dataset. Energies are from wB97M-V/def2-TZVPD.

Results
Frontier orbital gap ... 10.66 eV
SMILES ... N/C=[NH+]\CCCN
Energy above the lowest of the compared OMol25 structures with the same formula, charge and spin ... 31.11 kcal/mol

Geometry as ORCA input:
```
! wB97M-V def2-TZVPD RIJCOSX def2/J DEFGRID3
* xyz 1 1
N -1.893 0.039 -2.175
C -1.954 0.064 -0.858
N -0.955 0.394 -0.057
C 0.312 0.937 -0.574
C 1.538 0.357 0.153
C 1.337 -0.185 1.576
N 0.280 -1.228 1.553
H -2.719 -0.219 -2.696
H -1.104 0.352 -2.722
H -2.943 -0.067 -0.442
H -0.689 -0.540 0.548
H 0.212 1.992 -0.296
H 0.498 0.942 -1.650
H 2.321 1.112 0.120
H 1.925 -0.515 -0.380
H 2.287 -0.655 1.822
H 1.092 0.612 2.272
H -0.233 -1.249 2.426
H 0.688 -2.139 1.379
*
```

[12]
Here is C4H12N3 as an isolated structure in a non-equilibrium geometry from the OMol25 dataset. Energies are from wB97M-V/def2-TZVPD.

Results
Frontier orbital gap ... 9.78 eV
Energy above the lowest of the compared OMol25 structures with the same formula, charge and spin ... 128.45 kcal/mol

Geometry as ORCA input:
```
! wB97M-V def2-TZVPD RIJCOSX def2/J DEFGRID3
* xyz 1 1
C -0.944 0.270 2.368
C 1.684 0.034 -0.748
C -0.908 1.545 -0.459
C 0.301 -0.537 -1.002
N -0.615 -0.344 1.391
N -0.734 0.157 -0.389
N 0.189 -1.888 -0.542
H -1.038 -0.304 3.326
H -1.398 1.180 2.415
H 2.549 -0.576 -1.170
H 1.848 0.172 0.306
H 1.732 1.016 -1.191
H -0.185 2.196 0.023
H -0.773 1.790 -1.488
H -1.809 1.822 -0.132
H 0.035 -0.380 -2.112
H -0.752 -2.232 -0.757
H 0.980 -2.586 -0.466
H -0.163 -1.335 0.627
*
```

no.,E_tot (eV)
1,-18154.1445
2,-18135.0854
3,-15198.2058
4,-15197.2490
5,-8805.3600
6,-8803.9717
7,-8805.4443
8,-8805.1714
9,-8804.9327
10,-8806.3719
11,-8806.3854
12,-8802.1641